157
Properties=species:S:1:pos:R:3:forces:R:3 method="wB97M-V/def2-TZVPD" smiles="CC(C)C[C@H](C)COc1ccc2c(c1)C(=O)NC2=O.COP(=O)(OC)OC.COP(=O)(OC)OC.COP(=O)(OC)OC.COP(=O)(OC)OC.COP(=O)(OC)OC.COP(=O)(OC)OC.COP(=O)(OC)OC" e_tot_ha=-6196.329542 lumo_energy_ev=-3.313 e_above_lowest_ev=29.057 max_force_ha_per_bohr=0.2083 gap_ev=5.174
P -2.221195 6.380748 2.933973 7.482 -7.491 -1.358
P -6.713587 3.279600 -3.530240 10.259 2.755 -0.961
P 5.254311 4.010326 -0.572398 5.862 -0.067 -8.897
P 8.101734 -5.974398 -6.831168 -6.897 7.674 2.674
P 5.159968 -2.413838 -1.256874 2.049 3.166 10.023
P -2.513587 -1.202386 -4.105919 10.336 2.638 -0.644
P -5.465198 -4.884135 0.505865 -0.246 4.714 -9.587
O 4.172180 2.884283 -1.316550 -0.146 0.705 3.287
O -3.004289 4.928979 2.873195 -0.425 0.971 0.830
O -1.149605 -1.636441 -4.645982 -1.746 -0.459 -0.156
O 4.674542 5.219577 -1.534761 -0.815 -0.703 0.779
O 6.336439 5.136365 0.171895 -2.670 -1.159 1.624
O 4.876991 -2.751834 0.208118 -0.239 -0.733 -1.626
O 6.433005 3.345970 -1.286421 -1.123 -0.217 1.534
O 0.517389 -1.191216 5.505314 -3.904 2.846 -1.242
O -5.764209 -2.322404 5.093062 3.996 7.666 0.313
O -5.349605 2.845545 -4.070302 -1.921 -0.445 0.003
O -5.001602 -6.373815 -0.241579 0.113 0.444 3.418
O -6.996974 -5.051764 -0.085847 0.540 -0.983 0.731
O 6.861320 -6.732699 -7.768769 3.210 -1.018 -0.237
O -7.039786 4.097941 -5.019083 -2.305 -2.046 1.489
O 3.773447 -1.379684 -1.288853 1.015 -1.930 -2.523
O 6.546392 -3.448030 -1.224992 -2.255 -0.212 -2.484
O -2.333976 0.246859 -3.336512 -1.103 -0.229 -0.658
O -5.970816 2.609469 5.531835 2.964 -7.931 -1.886
O 7.367783 -6.471514 -5.438777 0.335 -0.895 -0.895
O 9.342279 -5.216129 -5.893610 0.578 -2.807 -1.672
O -5.928757 -3.394445 1.253446 0.586 -2.977 1.517
O -2.053154 6.230792 4.649204 -1.730 2.507 -1.335
O -6.387482 2.461157 -2.041366 -3.032 0.120 -1.315
O -4.631579 -4.112983 -0.519280 -0.435 -1.543 2.133
O -6.533976 4.728845 -2.760832 -1.140 -0.269 -0.624
O -2.839786 -0.384045 -5.594762 -2.246 -2.175 1.417
O 6.138765 -1.085687 -1.307186 0.048 -1.250 -0.768
O 7.544246 -4.600684 -7.208840 1.144 -1.447 -0.652
O -0.721326 6.129456 2.767354 -1.251 1.388 0.448
O -2.389288 6.530829 1.218701 -1.806 1.855 2.156
O -2.187482 -2.020829 -2.617045 -2.916 0.400 -1.764
N -6.095684 0.104414 4.840837 1.687 0.459 -0.560
C 2.800216 3.076097 -1.037548 -0.851 -0.110 -0.163
C -5.185940 -1.118241 5.084288 -1.522 -4.284 0.525
C 3.974382 6.275267 -0.913147 -0.041 0.616 0.158
C -5.580709 -7.540884 0.305690 -0.234 -0.816 -0.042
C 1.437332 -0.262554 4.830476 2.011 1.023 -0.085
C -3.251006 6.323051 5.393219 -0.435 -0.141 0.678
C -5.822954 -3.386458 2.662717 -0.287 0.571 0.723
C 10.640206 -5.731827 -6.109811 0.956 0.023 0.376
C -8.042473 -5.242935 0.842321 -0.553 0.214 0.270
C 8.051570 -7.407071 -4.633621 0.258 -0.122 0.560
C 5.298916 -0.113704 5.235650 0.266 1.270 0.337
C 6.845220 -8.145365 -7.736598 -0.382 -0.689 -0.084
C 3.983402 0.206782 4.312794 0.778 -0.477 -0.389
C 6.003348 1.370168 5.551581 -1.149 0.008 -0.249
C 7.311213 -3.485290 -2.412671 0.643 -0.092 -0.474
C -5.445936 1.406325 5.284055 0.944 3.376 0.999
C 2.554632 -1.321220 2.684924 0.736 0.721 0.244
C -3.149563 7.645479 0.798178 -0.471 0.435 -0.833
C 6.133113 5.317780 1.558636 0.255 0.585 0.776
C 2.935239 -1.555428 -2.413052 -0.939 0.415 -0.627
C -7.447678 1.654201 -1.570080 -0.344 -0.563 0.830
C -3.632050 -0.628925 5.266855 0.662 2.104 0.310
C -8.262909 4.803384 -5.076013 -0.499 0.592 -0.321
C -4.062909 0.321398 -5.651692 -0.413 0.813 -0.242
C -4.360963 4.930134 2.485195 -0.489 -0.230 -0.445
C -2.498360 1.878712 5.572201 -0.173 -3.960 -0.208
C -2.210617 -1.449871 5.316509 -0.498 4.313 0.319
C -3.863673 0.990327 5.386363 4.401 -1.571 0.412
C 4.980297 -0.773814 6.701774 1.133 -0.629 0.038
C -7.477925 5.066904 -1.767964 -0.100 0.127 0.584
C 6.111836 -0.293665 -2.474699 -0.193 0.766 -0.458
C 2.838390 -0.964977 4.294131 -1.070 0.506 -1.522
C -3.277925 0.584918 -2.343644 -0.081 0.247 0.625
C -3.247678 -2.827785 -2.145760 -0.114 -0.327 0.937
C -0.827816 -0.526363 5.489450 -2.670 0.888 0.145
C -1.004432 1.130017 5.639784 -3.418 -1.343 -0.490
H -5.460594 -4.345079 3.044194 0.028 0.246 0.358
H 4.658714 7.109097 -0.734690 -0.094 -0.003 0.119
H -4.345213 0.446738 -6.700399 0.012 -0.090 0.106
H -6.573007 -7.699448 -0.125031 -0.027 -0.017 0.126
H 5.307564 4.702999 1.927819 0.134 0.135 0.337
H 2.257271 -0.284985 2.173411 0.422 -2.297 1.008
H 2.878557 -0.609621 -2.959174 -0.098 -0.151 -0.148
H 5.301460 1.921451 6.343486 1.639 -1.194 -1.568
H -4.890979 4.152591 3.040386 0.080 0.118 0.042
H 4.584852 0.008759 7.476394 0.624 -1.379 -1.625
H 3.573043 -1.637996 2.157263 -2.359 0.308 1.089
H 5.902568 6.370594 1.744228 -0.052 -0.078 0.205
H -5.136584 -2.592920 2.965670 -0.069 -0.313 -0.139
H 11.026107 -6.118156 -5.162266 0.162 -0.079 -0.132
H -2.900115 -3.859198 -2.056471 -0.162 0.163 -0.003
H -8.142120 5.791979 -4.625003 -0.111 -0.037 0.055
H -6.026086 0.144462 3.781424 -0.815 0.124 1.335
H 7.324106 -8.079325 -4.172536 0.050 0.078 -0.110
H 3.318358 -2.330034 -3.083118 -0.354 0.089 -0.162
H -2.532262 8.278630 0.157362 -0.101 0.060 0.055
H 6.659691 -3.452883 -3.289781 0.397 -0.116 -0.163
H 8.009676 -2.644367 -2.430450 -0.055 0.007 -0.127
H -0.093316 1.860448 5.795633 -2.027 -1.901 -0.462
H 5.428261 0.546835 -2.327336 0.076 -0.012 -0.127
H 4.267128 -1.701283 6.689200 1.281 1.837 -0.123
H 7.883475 -4.416630 -2.430382 -0.120 0.086 -0.026
H 3.174908 6.612281 -1.577219 0.073 -0.115 0.068
H -7.100115 0.622788 -1.480791 -0.131 -0.007 -0.008
H -4.229440 0.069640 -2.507306 -0.095 0.178 0.203
H -7.751250 2.015510 -0.583514 -0.169 -0.143 -0.031
H 8.755049 -8.001674 -5.224589 0.044 -0.140 0.241
H 7.091573 1.277728 5.973836 -2.118 0.250 -0.922
H 3.121686 -1.952989 4.852566 -0.546 2.105 -0.841
H 6.306484 -8.489947 -6.849836 0.105 -0.083 0.008
H -3.750232 5.350607 5.414319 -0.171 0.080 -0.030
H -8.309608 1.689922 -2.242079 -0.113 -0.280 0.239
H 0.951693 0.238425 3.861575 0.825 -1.040 2.338
H 5.792288 -0.876843 -3.343878 0.069 0.187 -0.140
H -8.786843 -5.914042 0.407284 0.138 0.033 0.024
H 2.386883 3.831428 -1.711306 -0.049 0.038 0.120
H 6.025068 -1.174923 7.117560 -2.277 0.897 -0.759
H -4.109608 -2.792064 -2.817759 -0.151 -0.288 0.234
H 4.381951 0.336243 3.195181 -0.888 -0.187 2.429
H 7.048599 5.053678 2.092229 -0.097 -0.018 0.079
H -4.833455 5.895140 2.693029 -0.239 -0.131 -0.072
H 11.291385 -4.927613 -6.458796 0.041 -0.117 -0.037
H 6.324409 -8.508972 -8.626394 0.115 0.064 0.097
H 3.551218 1.242556 4.644035 0.601 -1.936 -0.543
H 8.592901 -6.879105 -3.843909 0.095 -0.132 -0.039
H -3.004041 6.612527 6.418111 -0.031 0.016 -0.158
H -2.202798 -2.619273 5.222061 0.104 2.688 0.216
H 10.634294 -6.539742 -6.846711 0.376 0.045 0.038
H -8.545213 4.928724 -6.124720 0.029 -0.071 0.153
H -3.942120 1.309993 -5.200682 -0.213 -0.152 0.032
H 2.274623 2.132156 -1.204636 0.092 0.108 0.073
H -3.509176 8.230967 1.648863 -0.099 0.235 -0.284
H -2.881932 0.317257 -1.360294 -0.129 -0.105 0.027
H -6.810670 -3.185743 3.087150 0.210 -0.043 0.159
H 1.734004 0.559751 5.638607 -0.672 -1.609 -1.795
H -4.009154 7.287168 0.224828 -0.053 0.204 0.005
H -8.429440 4.551626 -1.931626 -0.088 0.164 0.230
H 7.864283 -8.540793 -7.736000 -0.204 -0.329 -0.078
H -5.650323 -7.460782 1.393620 -0.069 -0.385 -0.065
H 3.532466 5.955418 0.035581 -0.127 0.270 -0.013
H 2.659163 3.381014 0.002637 -0.372 -0.091 -0.111
H 6.079290 -0.746432 4.600568 -1.820 1.103 1.524
H -4.850716 -0.234335 -5.136548 -0.226 0.268 -0.158
H -2.609259 3.045490 5.646592 0.540 -2.586 -0.151
H 7.114508 0.097272 -2.663234 -0.126 -0.076 0.063
H -7.672527 -5.683730 1.773191 -0.284 0.006 0.067
H -8.517611 -4.281845 1.056754 0.003 -0.090 0.144
H 5.935808 2.044005 4.571907 0.540 -1.503 2.045
H -3.452982 1.663039 -2.370805 -0.064 -0.157 -0.139
H -9.050716 4.247651 -4.560868 -0.210 0.272 -0.199
H -7.081932 4.799243 -0.784614 -0.158 -0.037 0.016
H 1.934713 -1.831953 -2.073837 0.018 -0.036 -0.166
H -3.913601 7.077745 4.961644 -0.182 -0.082 0.354
H -7.652982 6.145025 -1.795126 0.013 -0.124 -0.072
H -4.432941 4.710750 1.416495 -0.091 0.109 0.012
H -4.948217 -8.396027 0.052952 -0.055 0.142 0.075
H -3.551250 -2.466476 -1.159193 0.033 -0.142 -0.375
H 1.696705 -2.116885 2.547918 1.823 1.607 0.218